Entry P
# C6H15O5P

2 unconnected molecules or ions with the total composition C6H15O5P (ωB97M-V/def2-TZVPD, the OMol25 dataset).

The structure (SMILES) is COP(=O)(OC)OC.CC(C)=O. For the HOMO energy, the calculation gives -9.853 eV. As for the lowest unoccupied orbital energy: 0.6896 eV.

Structure (ORCA input):
```
! wB97M-V def2-TZVPD RIJCOSX def2/J DEFGRID3
* xyz 0 1
P 2.145 1.892 1.022
O -2.203 -3.112 -2.109
O 2.144 2.031 2.535
O 3.406 1.124 0.561
O 2.102 3.232 0.106
O 0.995 0.920 0.477
C -4.535 -3.118 -1.776
C -3.113 -2.944 -1.335
C -2.822 -2.628 0.095
C 0.774 -0.292 1.130
C 1.073 3.464 -0.790
C 4.711 1.690 0.821
H -5.234 -3.636 -1.061
H -4.804 -3.551 -2.785
H -0.292 -0.434 0.981
H -3.144 -1.504 0.198
H -5.091 -2.093 -1.804
H 0.165 3.532 -0.237
H 4.629 2.153 1.664
H 1.219 4.291 -1.292
H 0.969 -0.227 2.275
H 5.394 0.839 0.683
H -3.587 -2.889 0.798
H 4.709 2.532 0.263
H 0.898 2.755 -1.598
H -1.730 -2.856 0.489
H 1.225 -1.169 0.692
*
```

***

Entry Q
# C6H15O5P

2 unconnected molecules or ions with the total composition C6H15O5P (ωB97M-V/def2-TZVPD, the OMol25 dataset).

The structure (SMILES) is COP(=O)(OC)OC.CC(C)=O. For the HOMO energy, the calculation gives -9.507 eV. As for the lowest unoccupied orbital energy: 0.6691 eV.

Structure (ORCA input):
```
! wB97M-V def2-TZVPD RIJCOSX def2/J DEFGRID3
* xyz 0 1
P 119.532 55.984 53.980
O 119.725 54.305 58.544
O 119.467 56.866 55.323
O 120.299 56.827 53.082
O 120.199 54.542 54.516
O 118.079 55.734 53.540
C 121.320 54.536 55.374
C 117.509 56.261 52.251
C 117.883 55.783 57.905
C 118.721 54.451 57.856
C 119.955 58.191 55.311
C 118.177 53.236 56.974
H 116.545 55.709 52.456
H 118.138 56.108 51.330
H 117.044 55.765 58.459
H 122.350 54.848 54.945
H 118.112 53.576 55.914
H 119.860 58.604 56.398
H 117.705 56.087 56.912
H 120.975 58.139 55.070
H 121.075 55.105 56.234
H 117.108 53.092 57.300
H 119.390 58.848 54.730
H 121.422 53.546 55.888
H 118.749 52.345 56.947
H 118.525 56.658 58.261
H 117.016 57.263 52.459
*
```

***

What should be chosen as the most stable of them? Choose entry Q.

***

Entry P
# C3H6NO3

2 unconnected molecules or ions with the total composition C3H6NO3 (ωB97M-V/def2-TZVPD, the OMol25 dataset).

For the HOMO energy (alpha / beta), the calculation gives -15.019 / -14.923 eV. As for the lowest unoccupied orbital energy (alpha / beta): -7.2415 / -7.5028 eV.

Structure (ORCA input):
```
! wB97M-V def2-TZVPD RIJCOSX def2/J DEFGRID3
* xyz 1 1
O -0.176 -0.045 0.249
O 2.091 0.788 1.275
O -1.096 1.640 1.399
N 1.737 0.117 0.443
C -1.102 0.735 0.669
C 2.179 -0.677 -0.531
C -2.323 0.109 -0.071
H -2.079 -0.379 -0.995
H -2.678 -0.703 0.601
H 1.422 -1.389 -0.720
H 2.019 -0.063 -1.426
H -3.210 0.906 -0.312
H 3.216 -1.039 -0.581
*
```

***

Entry Q
# C3H6NO3

A gas-phase ion, C3H6NO3 (charge +1) (ωB97M-V/def2-TZVPD, the OMol25 dataset).

For the HOMO energy, the calculation gives -13.010 eV. As for the lowest unoccupied orbital energy: -5.0027 eV.

Structure (ORCA input):
```
! wB97M-V def2-TZVPD RIJCOSX def2/J DEFGRID3
* xyz 1 1
O 0.986 2.013 -0.316
O -0.598 -1.167 0.422
O 2.041 -0.208 0.228
N -1.531 1.028 -0.056
C -0.340 0.164 0.012
C 1.818 -1.303 -0.304
C 0.822 0.811 -0.165
H 2.311 -2.190 0.175
H 1.066 -1.630 -1.136
H -2.359 0.336 0.046
H -1.730 1.731 0.786
H -0.956 -1.104 1.277
H -1.531 1.520 -0.970
*
```

***

What should be chosen as the most stable of them? Choose entry Q.